Entry 1:
The following is a DFT calculation (wB97M-V/def2-TZVPD) of C21H30F4K3N2O26S4 as an isolated structure at a distorted geometry.

Each line ends with the Löwdin charge.
Atoms and positions in Å:
H (3.053, 3.348, -4.562)  0.09
H (1.457, 2.877, -3.879)  0.07
O (4.441, -0.536, 0.071)  0.06
O (-3.923, -1.363, 1.458)  0.05
H (-2.079, 0.077, -2.994)  0.09
H (-0.863, -5.115, -0.992)  0.14
F (-1.810, 1.068, 2.912)  -0.22
O (0.221, 3.200, -0.471)  -0.21
C (-1.089, 0.389, -3.354)  -0.01
F (2.095, 2.643, 0.866)  -0.15
H (-1.861, -2.915, 5.090)  0.13
H (-1.254, -2.344, 0.093)  0.13
C (-4.891, -0.436, 1.672)  -0.56
O (4.468, 5.666, 3.100)  -0.27
H (-2.308, -4.300, -0.291)  0.11
O (-3.888, -2.905, 4.627)  0.05
O (-6.090, -0.995, 1.478)  0.09
C (-5.969, -2.404, 1.597)  -0.07
H (-0.250, 1.727, -4.753)  0.13
O (3.871, 3.321, 3.240)  -0.41
H (-2.581, -0.174, 5.167)  0.11
H (2.619, 0.686, -2.136)  0.10
H (2.474, -0.969, -0.344)  0.09
C (-1.228, 1.557, -4.299)  -0.29
H (3.976, 1.325, -4.588)  0.15
F (5.852, 4.169, 4.228)  -0.17
O (4.242, -0.874, 2.262)  0.03
F (6.282, 4.273, -0.520)  -0.18
H (3.590, -2.406, -0.055)  0.15
C (-4.841, -2.233, 5.319)  -0.57
S (4.886, 4.314, 2.989)  0.48
C (-2.645, -2.219, 4.794)  -0.10
H (-6.116, -2.713, 2.632)  0.13
H (-1.880, 1.581, -6.388)  0.14
O (0.979, -4.426, 2.351)  0.17
O (-4.365, -1.029, 5.714)  0.07
C (-0.518, -3.005, -0.377)  -0.30
H (-4.367, -3.050, 0.237)  0.12
O (-5.914, -2.663, 5.565)  0.19
C (3.304, -1.387, 0.210)  -0.11
O (-2.945, 4.443, -3.667)  0.15
C (3.027, -1.353, 1.692)  -0.13
O (0.559, -3.189, 0.551)  0.06
O (-4.672, 0.693, 1.999)  0.09
N (6.015, 3.987, 1.886)  -0.24
C (2.529, 2.684, -3.871)  0.00
O (2.211, -0.829, -3.582)  0.06
H (-2.334, -1.896, 3.795)  0.11
C (-2.566, 3.391, -4.082)  -0.59
O (1.028, 0.894, -0.300)  -0.24
C (2.947, 1.275, -4.230)  -0.30
H (-0.648, -0.519, -3.763)  0.08
H (-4.227, -3.409, 1.983)  0.13
O (1.304, -1.370, -5.606)  0.17
O (6.130, 0.059, 1.494)  0.20
S (0.737, 2.138, 0.308)  0.48
H (-2.407, -1.185, 6.667)  0.13
H (-0.495, 0.682, -2.488)  0.07
C (0.250, -4.121, 1.463)  -0.57
H (2.259, -0.610, 1.931)  0.09
O (-0.758, -4.888, 0.986)  0.07
H (2.706, -2.287, 2.147)  0.12
H (-0.390, -3.009, -2.571)  0.10
K (-0.659, 4.205, 3.408)  0.94
C (2.973, 0.256, -3.076)  -0.08
C (1.777, -0.609, -4.833)  -0.57
N (0.084, 2.062, 1.872)  -0.42
C (-4.467, -2.649, 1.242)  -0.10
C (-1.226, -4.376, -0.274)  -0.06
O (-0.430, -0.406, 1.671)  -0.23
H (1.109, -2.830, -1.743)  0.10
C (-2.315, 1.525, -5.397)  -0.03
S (5.141, 4.039, 0.572)  0.46
O (-1.606, 2.680, -3.513)  0.08
C (-2.949, -1.020, 5.740)  -0.10
H (3.981, -0.055, -2.797)  0.14
K (1.881, 1.618, 4.065)  0.88
O (-1.985, 1.226, 0.592)  -0.37
C (5.090, -0.434, 1.251)  -0.54
O (4.326, 5.193, 0.338)  -0.28
C (0.055, -2.550, -1.688)  0.00
O (4.627, 2.754, 0.191)  -0.30
O (2.099, 0.675, -5.197)  0.07
H (-2.961, 0.659, -5.258)  0.13
H (-6.662, -2.942, 0.958)  0.14
H (2.878, 3.043, -2.898)  0.09
H (0.064, -1.464, -1.740)  0.05
S (-0.951, 0.906, 1.534)  0.45
O (-3.051, 2.753, -5.168)  0.08
K (-4.164, 2.402, -0.262)  0.95

Properties
**Charge**: +1
**F_max**: 0.089 hartree/bohr
**HOMO-LUMO gap**: 6.51 eV

Entry 2:
The following is a DFT calculation (wB97M-V/def2-TZVPD) of C21H30F7IN3O5S3 as an isolated structure at a distorted geometry.

Each line ends with the Löwdin charge.
Atoms and positions in Å:
H (1.549, 4.309, -0.404)  0.13
C (-5.128, 1.698, 0.867)  -0.23
C (2.720, -1.769, 0.722)  -0.17
N (-2.542, -5.903, 1.943)  0.03
C (1.358, -3.358, -3.242)  -0.12
C (-2.556, -4.552, 1.233)  -0.46
H (0.210, -3.119, -3.160)  0.10
H (0.542, -0.906, -0.792)  0.10
H (1.347, 0.654, -1.511)  0.09
C (4.792, 2.670, -0.503)  -0.23
H (6.657, 1.335, -0.806)  0.09
S (-3.719, 2.126, 2.022)  0.87
F (-6.266, 2.620, 1.238)  0.04
H (2.086, 2.678, -1.181)  0.12
H (1.543, -4.468, -3.590)  0.12
H (1.207, 1.077, 2.432)  0.14
C (1.041, 0.256, 1.581)  -0.10
H (-3.283, -0.472, 0.580)  0.13
C (-1.985, -1.727, 1.971)  -0.39
I (-0.904, 3.322, -1.659)  0.98
H (2.613, -1.179, -2.398)  0.11
O (2.639, 3.070, 0.950)  -0.22
F (-6.537, 0.160, -1.623)  0.06
H (3.755, -2.629, -2.804)  0.14
C (-4.606, -5.452, 0.688)  -0.01
C (3.771, -1.958, -0.562)  -0.15
H (4.454, -2.924, -0.408)  0.13
O (1.918, -3.241, -1.883)  -0.26
H (4.135, 1.910, -1.106)  0.09
N (-3.812, -6.403, 1.574)  -0.03
C (0.204, 2.544, 0.115)  -0.86
C (0.361, 0.250, -1.028)  -0.07
C (6.072, 1.833, 0.109)  -0.14
S (-0.838, 3.256, 1.509)  0.95
H (-3.057, -2.046, 2.358)  0.12
C (-6.120, 1.578, -1.714)  -0.14
F (-4.624, 3.434, -0.908)  0.03
H (-5.687, -5.678, 0.281)  0.15
F (-3.667, 1.247, -1.280)  -0.01
H (3.267, -2.245, 1.652)  0.12
C (2.980, -2.215, -1.997)  -0.24
H (-1.376, -1.241, 2.844)  0.10
H (0.609, -0.685, 2.127)  0.11
H (4.636, 3.582, 1.583)  0.15
C (3.979, 3.578, 0.594)  -0.18
O (-3.771, -4.247, 0.453)  -0.11
H (-1.835, -1.304, -0.292)  0.13
C (2.527, -0.146, 1.017)  -0.19
H (3.920, 4.693, 0.204)  0.14
H (6.869, 2.506, 0.660)  0.09
H (5.247, 3.418, -1.312)  0.13
F (-7.262, 2.514, -1.598)  0.07
O (-4.028, 1.512, 3.420)  -0.29
F (-5.585, 1.759, -3.116)  0.03
S (-1.129, -3.294, 1.294)  0.86
C (0.036, 0.929, 0.465)  -0.39
H (3.296, 0.098, 1.896)  0.14
C (-4.837, 1.963, -0.724)  -0.12
C (-2.005, 1.750, 1.371)  -0.38
H (1.845, -2.552, -3.960)  0.10
C (-2.131, -0.718, 0.677)  -0.16
H (-0.577, 0.272, -1.746)  0.08
F (-5.643, 0.319, 1.173)  0.02
O (-3.772, 3.689, 2.235)  -0.33
H (4.530, -1.051, -0.640)  0.11
C (1.700, 3.146, -0.180)  -0.28
H (5.689, 0.933, 0.762)  0.07
N (-1.427, 0.620, 0.847)  -0.05
H (1.710, -2.346, 0.577)  0.08
H (2.896, 0.523, 0.104)  0.09

Properties
**Charge**: +1
**F_max**: 0.200 hartree/bohr
**HOMO-LUMO gap**: 5.68 eV

Entry 3:
The following is a DFT calculation (wB97M-V/def2-TZVPD) of C21H30GaN2Si as an isolated structure at a distorted geometry.

Each line ends with the Löwdin charge.
Atoms and positions in Å:
H (-2.677, -1.423, 3.995)  0.13
H (-3.102, 1.513, 1.006)  0.12
H (-2.459, 0.660, 3.467)  0.10
H (-3.451, 3.575, -3.998)  0.11
H (3.333, -3.048, -3.939)  0.10
C (2.812, 0.604, -2.762)  -0.21
N (-1.779, -1.784, 3.615)  0.01
H (4.659, 1.098, -3.739)  0.12
H (-1.369, 3.037, -5.306)  0.12
H (0.942, 0.728, -0.386)  -0.02
H (1.306, -2.359, 4.983)  0.13
H (-0.830, -1.422, -1.108)  -0.01
C (-2.770, 2.810, -3.621)  -0.08
H (2.215, -2.564, 2.884)  0.13
H (-0.428, -0.626, 4.808)  0.11
C (-0.676, -1.695, 4.666)  -0.17
C (-2.103, 1.537, 1.473)  -0.16
C (-1.025, 2.336, 1.039)  -0.12
H (-1.123, -2.094, 5.591)  0.13
H (0.682, -3.059, 2.108)  0.10
H (-1.015, 3.029, 0.177)  0.12
N (0.858, -0.943, 2.260)  0.01
C (-2.137, 1.194, -1.932)  -0.10
H (-1.932, -2.749, 3.295)  0.12
H (-4.132, 2.081, -2.109)  0.11
H (5.155, -1.343, -4.223)  0.11
C (0.011, 2.275, 1.995)  -0.11
H (0.379, 1.605, -4.204)  0.10
C (1.771, -0.321, -2.495)  -0.26
C (0.517, -2.542, 4.232)  -0.17
H (1.290, -0.865, 1.318)  0.10
C (-0.621, 1.723, -3.775)  -0.13
C (4.181, -1.089, -3.800)  -0.08
C (-0.383, 1.461, 3.061)  -0.16
C (3.951, 0.269, -3.513)  -0.06
H (0.233, -3.612, 4.315)  0.13
H (1.185, 2.481, -2.038)  0.02
C (1.949, -1.663, -2.919)  -0.06
H (0.013, 1.403, 4.079)  0.10
H (-2.215, -1.291, -0.141)  -0.02
H (0.941, 2.836, 1.972)  0.11
H (-0.559, -2.300, 0.331)  0.00
C (1.125, -2.341, 2.823)  -0.20
C (-0.838, 1.183, -2.496)  -0.32
H (2.796, 1.627, -2.318)  0.07
C (-1.172, -1.502, -0.139)  -0.11
C (3.159, -2.022, -3.596)  -0.08
C (-3.108, 2.023, -2.512)  -0.08
H (1.220, -2.467, -2.658)  0.10
H (-2.351, 0.618, -1.009)  0.06
C (-1.580, 2.573, -4.323)  -0.07
C (-1.704, 0.906, 2.737)  -0.30
H (1.332, -0.240, 2.859)  0.11
Si (0.834, 1.097, -1.817)  0.58
Ga (-1.309, -0.919, 1.788)  0.70

Properties
**Charge**: +1
**F_max**: 0.088 hartree/bohr
**HOMO-LUMO gap**: 7.02 eV
**ΔE to the lowest compared entry with this formula, charge and spin**: 1.273 eV

Entry 4:
The following is a DFT calculation (wB97M-V/def2-TZVPD) of C21H30LuN2Si as an isolated structure at a distorted geometry.

Each line ends with the Löwdin charge.
Atoms and positions in Å:
C (1.652, -1.732, 2.446)  -0.20
H (-0.899, -0.807, -1.832)  -0.05
H (-3.820, 4.484, 0.128)  0.11
Si (-0.813, -0.410, -0.413)  0.60
H (-0.136, -3.204, 0.224)  0.09
H (1.223, -2.714, 2.538)  0.12
H (-0.094, -0.390, 2.784)  0.11
C (3.201, -0.031, 2.331)  -0.24
C (1.913, 0.563, 2.499)  -0.23
C (-2.883, -3.689, 2.219)  -0.08
H (4.222, 1.889, -3.047)  0.12
H (3.797, 3.623, -1.338)  0.12
H (-1.130, -4.876, 1.787)  0.10
H (2.113, 2.334, 0.493)  0.08
C (-2.963, -1.512, 1.128)  -0.09
H (1.609, 0.088, -2.032)  -0.01
H (4.654, -0.414, -2.200)  0.12
H (3.994, -0.118, -0.653)  0.06
H (-3.484, -0.567, 0.948)  0.10
C (-3.535, -2.474, 1.977)  -0.07
C (4.176, 1.638, -1.979)  -0.19
Lu (2.002, -0.531, 0.479)  1.52
H (4.153, 0.475, 2.336)  0.12
C (-1.709, -1.734, 0.530)  -0.37
C (-3.583, -1.799, -3.270)  -0.05
H (-2.689, -2.432, -3.363)  0.02
H (3.794, 2.214, 0.805)  0.09
N (3.062, 2.194, 0.103)  -0.02
C (-2.423, 1.730, -1.385)  -0.11
H (1.717, 1.615, 2.671)  0.13
H (-4.077, -1.725, -4.253)  0.02
H (5.206, 1.774, -1.608)  0.12
H (-3.685, 3.345, -2.085)  0.11
H (2.331, 2.845, -1.738)  0.12
C (-1.817, 1.820, 0.958)  -0.13
H (2.527, 0.105, -3.265)  0.09
C (-1.645, -3.929, 1.603)  -0.09
H (-1.277, 1.403, 1.813)  0.08
H (-3.337, -4.447, 2.869)  0.11
C (3.034, -1.448, 2.299)  -0.21
C (-1.768, 1.155, -0.281)  -0.40
N (2.483, -0.371, -2.359)  -0.01
C (-3.146, 2.924, -1.234)  -0.08
C (3.810, 0.126, -1.746)  -0.27
H (3.838, -2.168, 2.303)  0.13
C (-2.537, 3.012, 1.091)  -0.09
C (-3.212, 3.578, 0.003)  -0.08
H (-2.346, 1.239, -2.361)  0.08
H (-3.297, -0.793, -2.934)  -0.02
H (-2.596, 3.496, 2.065)  0.10
H (-4.500, -2.275, 2.450)  0.11
H (-4.280, -2.246, -2.546)  0.02
C (3.298, 2.646, -1.263)  -0.26
C (0.958, -0.494, 2.566)  -0.21
C (-1.082, -2.985, 0.738)  -0.15

Properties
**Charge**: +1
**F_max**: 0.135 hartree/bohr
**HOMO-LUMO gap**: 6.69 eV
**ΔE to the lowest compared entry with this formula, charge and spin**: 1.219 eV